(1)
The following is a DFT calculation (the ωB97M-V functional and the def2-TZVPD basis) of 2 unconnected molecules or ions with the total composition C5H10NO2.

Calculated values
- relative energy (zero: lowest compared OMol25 entry of this formula, charge and spin) (kcal/mol) = 207.9
- E_tot (eV) = -10925.2477
- total charge = -1
- Kohn-Sham gap (eV) = 5.105
- spin multiplicity = 1

Geometry as XYZ:
```
18
Properties=species:S:1:pos:R:3:nbo_charge:R:1
C -2.68 0.56 0.34 -0.964
N 2.25 0.10 0.32 -0.382
C 2.33 -1.26 0.78 -0.460
C 0.05 1.10 -0.19 -0.393
C 1.37 0.23 -0.69 0.040
C -0.11 -0.14 -0.99 0.483
O -0.78 -1.12 -0.21 -0.755
O -0.34 -0.12 -2.25 -0.744
H -3.56 -0.08 0.25 0.185
H -1.57 -0.38 0.15 0.403
H -2.71 1.38 -0.39 0.184
H 2.05 -2.00 0.03 0.210
H 3.31 -1.51 1.21 0.177
H 1.62 -1.53 1.60 0.194
H -0.38 1.97 -0.67 0.232
H -2.65 0.95 1.35 0.167
H -0.03 1.10 0.88 0.220
H 1.82 0.75 -1.54 0.203
```

(2)
The following is a DFT calculation (the ωB97M-V functional and the def2-TZVPD basis) of a gas-phase ion, C5H10NO2 (charge -1).

Calculated values
- relative energy (zero: lowest compared OMol25 entry of this formula, charge and spin) (kcal/mol) = 21.8
- E_tot (eV) = -10933.3213
- total charge = -1
- structure (SMILES) = C[C@@H](C(=O)[O-])N(C)C
- Kohn-Sham gap (eV) = 7.573
- spin multiplicity = 1

Geometry as XYZ:
```
18
Properties=species:S:1:pos:R:3:nbo_charge:R:1
C 0.07 1.62 -0.99 -0.417
N 0.45 1.13 0.32 -0.456
C 1.89 1.11 0.50 -0.408
C -1.73 0.19 1.10 -0.633
C -0.25 -0.08 0.73 -0.154
C -0.10 -1.22 -0.33 0.738
O -1.16 -1.76 -0.72 -0.778
O 1.07 -1.44 -0.69 -0.799
H -1.00 1.39 -1.11 0.203
H 0.65 1.16 -1.79 0.180
H 0.16 2.70 -1.00 0.170
H 2.26 2.11 0.75 0.162
H 2.36 0.60 -0.33 0.202
H 2.13 0.51 1.37 0.190
H -1.88 1.27 1.24 0.188
H -2.36 -0.19 0.31 0.240
H -1.95 -0.29 2.06 0.191
H 0.23 -0.40 1.64 0.183
```

(3)
The following is a DFT calculation (the ωB97M-V functional and the def2-TZVPD basis) of a gas-phase ion, C5H10NO2 (charge -1).

Calculated values
- relative energy (zero: lowest compared OMol25 entry of this formula, charge and spin) (kcal/mol) = 90.6
- E_tot (eV) = -10930.3362
- total charge = -1
- structure (SMILES) = NCCCCC(=O)[O-]
- Kohn-Sham gap (eV) = 7.955
- spin multiplicity = 1

Geometry as XYZ:
```
18
Properties=species:S:1:pos:R:3:nbo_charge:R:1
N 2.59 -0.32 0.08 -0.869
C 1.42 0.46 -0.56 -0.227
C 0.40 1.03 0.59 -0.426
C -1.18 1.05 0.16 -0.398
C -1.77 -0.36 -0.43 -0.520
C -1.11 -1.71 0.23 0.728
O -0.77 -2.70 -0.64 -0.765
O -0.93 -1.90 1.69 -0.846
H 2.28 -0.81 0.96 0.372
H 2.77 -1.11 -0.61 0.354
H 1.90 1.40 -1.10 0.161
H 0.92 -0.18 -1.39 0.200
H 0.72 2.16 0.78 0.184
H 0.58 0.48 1.63 0.242
H -1.88 1.41 1.06 0.207
H -1.33 1.88 -0.69 0.180
H -2.94 -0.40 -0.19 0.213
H -1.68 -0.36 -1.59 0.210
```